The following is a quantum chemistry calculation of C36H41ClHgN11O5SSe2Te2 as an isolated structure, from the Open Molecules 2025 dataset.

```
100
Properties=species:S:1:pos:R:3:lowdin_charge:R:1
Hg 3.04 0.57 -0.94 0.9728
C -1.50 -1.06 5.57 -0.0571
C -0.87 -0.15 4.56 -0.2909
C 0.47 -0.28 4.22 -0.0358
C 1.05 0.53 3.24 -0.0617
C 0.28 1.48 2.60 -0.2782
C -1.07 1.62 2.92 -0.0570
C -1.63 0.81 3.90 -0.0582
S 0.94 2.49 1.27 0.5374
O 0.11 2.15 0.14 -0.3231
O 0.88 3.85 1.76 -0.3088
N 2.41 1.97 1.01 -0.1830
C 3.50 2.53 1.65 -0.4110
C 3.49 3.00 2.98 -0.0374
C 4.68 3.45 3.53 -0.0949
C 5.84 3.44 2.77 -0.0965
C 5.76 2.98 1.47 -0.1406
N 4.63 2.54 0.93 0.0893
H -0.76 -1.48 6.25 0.0721
H -2.00 -1.90 5.08 0.0726
H -2.25 -0.54 6.16 0.0722
H 1.08 -1.03 4.71 0.1121
H 2.09 0.41 2.95 0.1129
H -1.67 2.35 2.39 0.1162
H -2.68 0.92 4.14 0.1094
H 2.58 3.01 3.55 0.0949
H 4.69 3.80 4.55 0.0955
H 6.79 3.78 3.18 0.0873
H 6.63 2.95 0.82 0.0425
N 3.06 3.94 -1.59 0.1727
C 2.06 3.40 -2.32 -0.4765
N 1.24 4.27 -2.93 0.1504
C 0.29 3.68 -3.67 -0.5130
N -0.63 4.54 -4.26 0.1103
N 0.11 2.39 -3.87 0.1451
C 1.00 1.58 -3.23 -0.3031
N 1.99 2.08 -2.44 0.0650
C 0.89 0.17 -3.38 -0.2438
C -0.13 -0.45 -4.16 -0.0635
C -0.18 -1.81 -4.24 -0.1179
C 0.77 -2.59 -3.56 -0.1098
C 1.73 -1.93 -2.82 -0.2012
N 1.81 -0.61 -2.73 0.0104
H 2.92 4.90 -1.30 0.0996
H 3.58 3.35 -0.96 0.0216
H -0.28 5.48 -4.37 0.0760
H -1.08 4.14 -5.07 0.0797
H -0.84 0.19 -4.67 0.0914
H -0.96 -2.28 -4.84 0.0887
H 0.77 -3.67 -3.60 0.0825
H 2.48 -2.48 -2.25 0.0899
Se 5.27 -1.18 -2.73 0.0999
Te 7.45 -2.02 -3.44 0.0857
Te 7.73 1.88 -2.04 -0.0754
Se 5.35 1.24 -2.49 -0.2379
O 4.15 -1.27 -0.25 -0.4975
O 5.29 -1.72 -1.00 -0.7022
C -3.91 -4.76 -0.57 -0.0529
C -2.64 -4.08 -0.04 -0.5030
C -1.77 -3.76 -1.26 -0.0381
C -1.91 -5.09 0.85 -0.0469
C -3.02 -2.81 0.78 -0.4153
O -3.89 -3.21 1.86 -0.0338
C -3.79 -1.72 0.02 -0.1113
C -3.06 -0.90 -1.05 -0.1281
C -3.17 0.61 -0.93 -0.2054
C -2.33 1.39 -1.73 -0.0199
C -2.34 2.77 -1.67 -0.0850
C -3.23 3.39 -0.80 -0.6599
Cl -3.26 5.13 -0.69 0.6337
C -4.08 2.65 0.00 -0.1228
C -4.04 1.27 -0.07 -0.0498
C -1.88 -2.17 1.61 -0.0420
N -0.58 -1.92 1.05 -0.0952
C -0.08 -0.80 0.50 -0.1479
N 1.19 -0.97 0.20 0.0859
C 1.45 -2.23 0.63 -0.1908
N 0.41 -2.84 1.16 0.1075
H -3.62 -5.63 -1.17 0.0846
H -4.51 -4.12 -1.22 0.0780
H -4.55 -5.14 0.24 0.0804
H -1.47 -4.69 -1.74 0.0911
H -0.85 -3.23 -1.01 0.0683
H -2.31 -3.17 -2.01 0.0759
H -1.76 -6.02 0.30 0.0835
H -2.51 -5.31 1.74 0.0826
H -0.94 -4.72 1.16 0.0573
H -4.75 -3.42 1.48 0.0830
H -4.12 -1.06 0.82 0.0938
H -4.71 -2.14 -0.40 0.1135
H -3.39 -1.19 -2.05 0.1223
H -2.00 -1.15 -1.06 0.0869
H -1.62 0.91 -2.40 0.0960
H -1.66 3.36 -2.27 0.0776
H -4.76 3.15 0.67 0.0954
H -4.72 0.71 0.56 0.0965
H -1.73 -2.79 2.49 0.1303
H -2.26 -1.20 1.96 0.1301
H -0.64 0.11 0.35 0.1124
H 2.44 -2.66 0.54 0.1017
```

Values from the calculation:
2S+1: 2
Kohn-Sham gap (spin up / spin down) in eV: 4.05 / 4.95
Net charge: -2

---

The following is a quantum chemistry calculation of C36H41CoN5Se as an isolated structure in a non-equilibrium geometry, from the Open Molecules 2025 dataset.

```
84
Properties=species:S:1:pos:R:3:lowdin_charge:R:1
Co 0.14 -0.05 0.08 0.1692
N 3.51 2.26 0.58 0.0234
N 0.66 0.92 -2.83 -0.0116
C -1.62 -0.66 0.74 -0.2832
C -1.36 0.74 0.94 -0.3096
C -0.18 0.84 1.76 -0.3328
C 0.43 2.08 2.37 -0.0670
H -0.13 2.97 2.05 0.0832
H 1.48 2.23 2.01 0.0606
H 0.44 2.00 3.46 0.0779
C 0.28 -0.49 2.06 -0.3058
C 1.30 -0.79 3.11 -0.0271
H 0.90 -0.54 4.10 0.0847
H 2.22 -0.20 2.97 0.0659
H 1.57 -1.85 3.10 0.0751
C -0.56 -1.41 1.38 -0.3286
C -0.52 -2.89 1.55 -0.0515
H 0.52 -3.25 1.46 0.0514
H -1.12 -3.39 0.79 0.0691
H -0.90 -3.19 2.55 0.0830
C -2.29 1.87 0.63 -0.0273
H -2.92 2.10 1.51 0.0806
H -2.95 1.61 -0.20 0.0520
H -1.74 2.78 0.36 0.0765
C -2.90 -1.26 0.27 -0.0218
H -2.71 -2.23 -0.21 0.0673
H -3.38 -0.61 -0.47 0.0648
H -3.62 -1.41 1.09 0.0881
C 4.80 2.40 0.37 -0.2144
H 5.30 3.00 1.15 0.0928
C 5.46 1.80 -0.73 -0.1216
H 6.55 1.92 -0.75 0.0771
C 4.70 1.13 -1.71 -0.0950
H 5.25 0.67 -2.56 0.1063
C 3.31 1.07 -1.53 -0.1101
H 2.71 0.71 -2.36 0.0361
C 2.72 1.49 -0.26 -0.3567
C 1.47 1.56 0.47 -0.1286
H 0.90 2.42 -0.08 0.1298
C -0.24 0.38 -1.98 -0.1487
C -0.01 2.00 -3.43 -0.1612
H 0.53 2.95 -3.50 0.0882
C -1.26 1.53 -3.72 -0.1287
H -1.83 1.81 -4.57 0.0851
N -1.42 0.43 -2.86 -0.0447
C -2.51 -0.44 -2.95 -0.1648
C -3.78 0.15 -3.14 -0.2016
C -4.90 -0.68 -3.32 -0.0177
H -5.88 -0.20 -3.41 0.1119
C -4.76 -2.07 -3.34 -0.2919
C -5.97 -2.93 -3.53 -0.0766
H -5.85 -3.87 -2.99 0.0720
H -6.11 -3.18 -4.59 0.0775
H -6.86 -2.42 -3.18 0.0707
C -3.49 -2.66 -3.20 -0.0182
H -3.38 -3.75 -3.22 0.1164
C -2.36 -1.85 -3.03 -0.1947
C -1.00 -2.48 -2.92 -0.0540
H -0.24 -1.97 -3.53 0.0872
H -1.06 -3.52 -3.25 0.0704
H -0.64 -2.49 -1.87 0.0454
C -3.95 1.64 -3.09 -0.0650
H -3.62 2.16 -4.00 0.0643
H -3.45 2.11 -2.23 0.0758
H -5.02 1.84 -2.99 0.0689
C 3.57 -4.15 0.22 -0.0500
N 3.94 -2.86 0.77 -0.0832
C 3.29 -1.69 0.53 -0.5366
Se 1.90 -1.42 -0.69 0.9650
N 3.92 -0.73 1.32 0.1468
C 4.98 -1.34 2.04 -0.1769
C 5.69 -0.80 3.09 -0.0050
C 6.51 -1.70 3.79 -0.0969
C 6.53 -3.07 3.46 -0.1022
C 5.74 -3.58 2.41 -0.0178
C 4.98 -2.67 1.69 -0.1672
H 4.46 -4.63 -0.20 0.0921
H 2.82 -3.99 -0.56 0.0412
H 3.16 -4.80 1.01 0.0954
H 3.66 0.22 1.40 0.0969
H 5.60 0.26 3.33 0.1165
H 7.13 -1.35 4.61 0.0943
H 7.16 -3.74 4.04 0.0941
H 5.69 -4.64 2.16 0.1051
```

Values from the calculation:
2S+1: 5
Kohn-Sham gap (spin up / spin down) in eV: 3.93 / 6.28
Net charge: -1

---

The following is a quantum chemistry calculation of C36H41KN5O2S2 as an isolated structure in a non-equilibrium geometry, from the Open Molecules 2025 dataset.

```
87
Properties=species:S:1:pos:R:3:lowdin_charge:R:1
K 0.31 0.62 -0.03 0.6514
C -3.37 2.69 -2.46 -0.0706
C -2.68 1.68 -1.75 -0.1483
N -2.03 1.90 -0.64 0.0528
C -1.99 3.17 -0.13 -0.1429
C -2.64 4.25 -0.77 -0.1764
C -3.34 3.95 -1.97 -0.0354
C -2.59 5.56 -0.24 -0.0946
C -1.88 5.76 0.92 -0.1157
C -1.23 4.72 1.59 -0.0484
C -1.24 3.39 1.12 -0.2394
N -0.55 2.36 1.64 -0.0114
C -0.06 2.36 2.91 -0.2682
C -0.68 2.90 4.03 -0.0420
C -0.14 2.80 5.32 -0.0950
C 1.06 2.18 5.56 -0.0767
C 1.74 1.60 4.46 -0.1763
C 2.98 0.93 4.62 -0.0383
C 3.60 0.38 3.54 -0.0724
C 2.96 0.45 2.28 -0.1502
N 1.82 1.05 2.10 0.0407
C 1.19 1.66 3.16 -0.1748
H -3.89 2.44 -3.38 0.0950
H -2.68 0.66 -2.13 0.0952
H -3.85 4.76 -2.48 0.1077
H -3.09 6.37 -0.75 0.0909
H -1.81 6.76 1.33 0.0939
H -0.66 4.94 2.48 0.0932
H -1.64 3.40 3.89 0.1074
H -0.69 3.23 6.15 0.0964
H 1.48 2.11 6.55 0.0961
H 3.43 0.88 5.60 0.1106
H 4.56 -0.13 3.64 0.0955
H 3.42 -0.01 1.41 0.0953
C 5.79 -0.52 -3.36 -0.0937
C 4.65 0.16 -4.09 -0.2842
N 3.42 -0.62 -4.07 -0.1514
C 3.22 -1.49 -5.22 -0.2350
C 2.47 -0.81 -6.35 -0.0863
C 2.47 -0.46 -3.11 -0.7370
S 2.80 0.56 -1.77 0.6025
N 1.35 -1.17 -3.39 0.0802
C 0.40 -1.48 -2.50 -0.4771
O 0.38 -1.32 -1.27 -0.1915
C -0.82 -2.14 -3.13 -0.1226
C -2.00 -2.20 -2.41 -0.0364
C -3.14 -2.77 -2.95 -0.0862
C -3.10 -3.32 -4.23 -0.1065
C -1.92 -3.27 -4.96 -0.0929
C -0.78 -2.67 -4.41 -0.0321
H 6.71 0.06 -3.44 0.0683
H 5.98 -1.52 -3.77 0.0656
H 5.55 -0.63 -2.30 0.0527
H 4.91 0.33 -5.14 0.1083
H 4.45 1.13 -3.64 0.0650
H 2.69 -2.39 -4.89 0.1014
H 4.21 -1.81 -5.55 0.1090
H 1.47 -0.54 -6.02 0.0644
H 2.39 -1.48 -7.21 0.0675
H 2.99 0.09 -6.67 0.0666
H -2.02 -1.78 -1.41 0.0871
H -4.06 -2.80 -2.38 0.0969
H -3.98 -3.77 -4.66 0.0929
H -1.87 -3.69 -5.95 0.0945
H 0.14 -2.61 -4.97 0.0943
C -4.28 -1.86 2.78 -0.1086
C -3.12 -2.38 1.95 -0.2753
C -2.15 -1.28 1.52 -0.3607
S -0.92 -0.83 2.74 0.9189
O -1.60 -0.78 4.09 -0.5072
C 0.08 -2.38 2.68 -0.3109
C 0.12 -3.06 4.04 -0.2994
C 1.08 -2.37 5.01 -0.1068
H -4.98 -2.67 3.02 0.0661
H -4.83 -1.09 2.24 0.0748
H -3.92 -1.43 3.72 0.0602
H -3.50 -2.86 1.04 0.1025
H -2.58 -3.16 2.49 0.0995
H -2.67 -0.35 1.27 0.0921
H -1.56 -1.57 0.64 0.0565
H 1.07 -2.05 2.37 0.0820
H -0.32 -3.02 1.90 0.0863
H 0.41 -4.10 3.89 0.1048
H -0.88 -3.06 4.48 0.0939
H 2.10 -2.33 4.60 0.0689
H 1.13 -2.89 5.97 0.0687
H 0.77 -1.35 5.21 0.0640
```

Values from the calculation:
Kohn-Sham gap in eV: 5.96
Net charge: -1